(1)
43
Properties=species:S:1:pos:R:3 method="wB97M-V/def2-TZVPD" s2=0.77 multiplicity=2 lumo_ev="-9.01 / -8.67" homo_lumo_gap_ev="4.88 / 5.22" energy_ha=-2742.60885 total_charge=+2 homo_ha="-0.510 / -0.511"
V -0.656 -0.205 0.245
O 3.426 1.342 -0.558
C 3.770 1.322 0.743
C 4.998 1.896 1.051
C 5.428 1.931 2.356
C 4.658 1.393 3.401
C 3.457 0.816 3.115
C 2.977 0.766 1.777
C 1.727 0.135 1.534
O 1.174 0.176 0.286
N 1.061 -0.503 2.483
N -0.057 -1.035 1.918
C -0.821 -1.908 2.477
C -1.926 -2.376 1.627
C -2.762 -3.416 1.944
C -3.739 -3.792 1.022
C -3.837 -3.122 -0.185
C -2.950 -2.095 -0.450
N -2.011 -1.724 0.433
H 2.548 0.966 -0.666
H 5.590 2.310 0.246
H 6.384 2.385 2.580
H 5.015 1.439 4.420
H 2.848 0.393 3.901
H -0.634 -2.267 3.482
H -2.657 -3.927 2.892
H -4.415 -4.605 1.251
H -4.586 -3.385 -0.918
H -2.989 -1.544 -1.380
F -1.888 4.020 -3.443
C -2.599 3.076 -2.831
F -3.721 2.872 -3.523
F -2.924 3.506 -1.608
C -1.796 1.785 -2.780
C -1.402 1.228 -3.993
C -0.666 0.055 -4.045
C -0.336 -0.564 -2.861
N -0.722 -0.028 -1.694
C -1.423 1.130 -1.623
S -1.750 1.666 0.085
H -1.678 1.737 -4.910
H -0.350 -0.373 -4.986
H 0.237 -1.480 -2.812

=====

(2)
170
Properties=species:S:1:pos:R:3 method="wB97M-V/def2-TZVPD" lumo_ev=1.79 homo_lumo_gap_ev=6.96 energy_ha=-3800.14082 total_charge=-1 homo_ha=-0.190
C 6.307 -1.733 0.110
C 6.382 -0.604 -0.923
C 7.705 -0.566 -1.687
C 8.128 -1.910 -2.262
C 7.323 -2.297 -3.517
C 7.165 -3.822 -3.662
C 5.763 -4.301 -3.202
C 4.850 -4.685 -4.366
C 3.967 -5.916 -4.118
C 3.254 -5.953 -2.754
C 2.570 -4.649 -2.358
C 1.515 -4.146 -3.370
C 0.088 -4.283 -2.815
C -0.920 -3.343 -3.492
C -1.777 -2.515 -2.501
C -0.906 -1.328 -2.027
C 0.021 -1.657 -0.883
O 1.204 -1.863 -1.033
Cl -0.635 -1.728 0.795
O -2.090 -3.228 -1.324
C -2.863 -4.413 -1.489
B -4.273 -4.158 -0.786
N -4.351 -4.355 0.646
O -5.388 -3.767 -1.502
C -3.007 -2.010 -3.258
O -3.850 -1.329 -2.314
C -3.991 0.054 -2.494
C -4.734 0.574 -1.252
N -3.990 0.161 -0.052
C -4.819 -0.219 1.092
C -2.664 -1.202 -4.532
O -1.696 -0.390 -4.531
O -3.437 -1.416 -5.482
H 5.525 -1.497 0.827
H 7.239 -1.820 0.662
H 6.017 -2.662 -0.371
H 6.289 0.329 -0.370
H 5.532 -0.684 -1.596
H 7.637 0.185 -2.473
H 8.487 -0.240 -1.001
H 9.176 -1.834 -2.541
H 8.038 -2.707 -1.531
H 7.878 -1.920 -4.373
H 6.355 -1.807 -3.492
H 7.958 -4.311 -3.105
H 7.243 -4.027 -4.726
H 5.860 -5.095 -2.471
H 5.320 -3.439 -2.715
H 4.197 -3.869 -4.668
H 5.449 -4.906 -5.248
H 4.613 -6.794 -4.158
H 3.226 -6.031 -4.904
H 2.570 -6.799 -2.766
H 4.010 -6.171 -1.999
H 3.302 -3.860 -2.233
H 2.122 -4.792 -1.377
H 1.582 -4.751 -4.269
H 1.737 -3.116 -3.624
H 0.114 -4.193 -1.736
H -0.225 -5.306 -3.023
H -1.568 -3.956 -4.115
H -0.456 -2.635 -4.170
H -0.313 -0.968 -2.850
H -1.530 -0.496 -1.709
H -3.016 -4.726 -2.520
H -2.356 -5.223 -0.955
H -3.400 -4.291 0.997
H -4.860 -3.613 1.116
H -5.667 -2.895 -1.209
H -3.573 -2.872 -3.591
H -3.046 0.589 -2.545
H -4.620 0.282 -3.355
H -5.705 0.086 -1.263
H -4.841 1.658 -1.313
H -3.363 0.900 0.227
H -4.763 0.500 1.910
H -5.855 -0.404 0.833
H -4.414 -1.151 1.500
C -3.009 -0.365 -13.257
O -2.846 -0.688 -11.899
C -1.985 -1.794 -11.676
C -1.114 -1.598 -10.453
O -0.070 -0.647 -10.608
C -0.417 0.730 -10.672
C -0.935 1.311 -9.373
O -2.253 0.885 -9.112
C -2.507 0.667 -7.723
H -3.654 -1.096 -13.762
H -3.481 0.616 -13.311
H -2.044 -0.312 -13.775
H -1.344 -1.966 -12.549
H -2.612 -2.682 -11.522
H -0.604 -2.547 -10.269
H -1.712 -1.387 -9.566
H -1.104 0.927 -11.498
H 0.520 1.242 -10.909
H -0.940 2.409 -9.455
H -0.263 1.023 -8.558
H -1.750 0.020 -7.277
H -3.465 0.166 -7.630
H -2.541 1.619 -7.182
C -1.276 -0.395 3.677
O -1.275 -0.703 5.059
C -0.467 -1.820 5.384
C 0.260 -1.615 6.696
O 1.327 -0.678 6.650
C 1.017 0.700 6.513
C 0.361 1.330 7.723
O -0.998 0.942 7.841
C -1.419 0.777 9.175
H -1.877 -1.119 3.120
H -1.718 0.594 3.558
H -0.261 -0.370 3.273
H 0.266 -2.014 4.594
H -1.121 -2.697 5.477
H 0.733 -2.565 6.956
H -0.436 -1.380 7.504
H 0.440 0.887 5.606
H 1.985 1.192 6.378
H 0.387 2.423 7.613
H 0.925 1.053 8.622
H -0.736 0.119 9.726
H -2.401 0.306 9.155
H -1.494 1.743 9.688
C -6.070 3.409 6.192
O -5.699 4.204 5.089
C -4.810 3.553 4.194
C -5.119 3.888 2.751
O -6.295 3.284 2.232
C -7.553 3.742 2.702
C -7.927 5.144 2.268
O -7.198 6.126 2.987
C -6.859 7.252 2.210
H -5.247 3.326 6.911
H -6.916 3.893 6.680
H -6.381 2.408 5.876
H -4.852 2.466 4.327
H -3.791 3.892 4.425
H -4.307 3.480 2.145
H -5.123 4.966 2.583
H -7.637 3.626 3.784
H -8.281 3.061 2.253
H -8.994 5.303 2.470
H -7.754 5.243 1.190
H -6.371 6.954 1.275
H -6.155 7.851 2.786
H -7.745 7.857 1.985
C 2.782 4.208 9.860
O 4.034 4.043 9.234
C 4.126 2.862 8.452
C 4.906 3.098 7.178
O 4.225 3.863 6.195
C 4.028 5.251 6.422
C 5.287 6.090 6.369
O 6.078 5.916 7.534
C 7.464 5.954 7.279
H 2.671 3.519 10.705
H 2.727 5.231 10.230
H 1.959 4.053 9.153
H 3.130 2.486 8.197
H 4.642 2.102 9.054
H 5.066 2.123 6.712
H 5.894 3.512 7.386
H 3.473 5.425 7.345
H 3.388 5.578 5.599
H 5.002 7.149 6.311
H 5.855 5.829 5.470
H 7.735 5.267 6.470
H 7.974 5.631 8.185
H 7.791 6.969 7.026